1.
DFT (ωB97M-V/def2-TZVPD) results for 2 unconnected molecules or ions with the total composition C9H6F3N5O4 at a distorted geometry.

Properties
Lowest unoccupied orbital energy = -2.83 eV
HOMO-LUMO gap = 6.869 eV
E = -33215.0087 eV
Energy relative to the best compared isomer or geometry (same formula, charge and spin) = 0.0000 eV
SMILES string = N#Cc1cc([N+](=O)[O-])cc2c1no[n+]2[O-].NCC(F)(F)F
HOMO level = -9.7 eV

Each atom is followed by the atoms it is bonded to, with distances in Å.
CARTESIAN COORDINATES (ANGSTROEM)
1 H 0.154 -2.323 -1.637  C12 1.077
2 O -2.208 -2.220 -0.886  N26 1.236
3 F -2.589 3.153 -2.686  C5 1.342
4 C 2.375 -1.937 0.912  N10 1.349, C17 1.426, C18 1.387
5 C -1.443 2.751 -2.116  F3 1.342, F11 1.342, C14 1.532, F23 1.343
6 C 1.963 -1.947 3.336  C17 1.391, N24 1.162
7 H -1.569 0.366 -2.944  N21 1.012
8 O 4.098 -1.633 -0.408  N10 1.321, N27 1.348
9 H -2.479 1.729 -0.515  C14 1.095
10 N 3.702 -1.701 0.851  C4 1.349, O8 1.321
11 F -0.953 3.707 -1.310  C5 1.342
12 C 0.515 -2.250 -0.625  H1 1.077, C18 1.385, C25 1.375
13 O 2.957 -1.869 -2.400  N27 1.256
14 C -1.725 1.501 -1.276  C5 1.532, H9 1.095, H20 1.095, N21 1.438
15 O -2.486 -2.608 1.233  N26 1.236
16 H -0.536 -2.346 2.583  C19 1.079
17 C 1.498 -2.055 2.030  C4 1.426, C6 1.391, C19 1.373
18 C 1.863 -2.054 -0.372  C4 1.387, C12 1.385, N27 1.382
19 C 0.165 -2.252 1.768  H16 1.079, C17 1.373, C25 1.406
20 H -0.798 1.227 -0.763  C14 1.095
21 N -2.179 0.444 -2.140  H7 1.012, C14 1.438, H22 1.023
22 H -2.243 -0.469 -1.685  N21 1.023
23 F -0.545 2.408 -3.053  C5 1.343
24 N 2.339 -1.849 4.431  C6 1.162
25 C -0.332 -2.328 0.455  C12 1.375, C19 1.406, N26 1.445
26 N -1.762 -2.397 0.253  O2 1.236, O15 1.236, C25 1.445
27 N 2.990 -1.852 -1.145  O8 1.348, O13 1.256, C18 1.382

2.
DFT (ωB97M-V/def2-TZVPD) results for 3 unconnected molecules or ions with the total composition C6H10N2S2 at a distorted geometry.

Properties
Lowest unoccupied orbital energy = -0.41 eV
HOMO-LUMO gap = 8.692 eV
E = -31030.8721 eV
Energy relative to the best compared isomer or geometry (same formula, charge and spin) = 4.0131 eV
HOMO level = -9.1 eV

Each atom is followed by the atoms it is bonded to, with distances in Å.
CARTESIAN COORDINATES (ANGSTROEM)
1 C 4.042 2.597 -3.559  H9 1.090, C12 1.335, H19 1.088
2 H -2.154 1.004 3.706  N10 1.006
3 H 2.900 4.141 -2.600  C12 1.053
4 H -1.462 -2.004 2.734  N17 1.010
5 C -5.639 0.376 -0.172  C8 1.370, H11 1.070, C14 1.389
6 H 4.341 3.689 -1.708  C12 1.118
7 S -1.409 -0.083 1.948  N10 1.559, N17 1.544
8 C -4.758 1.385 -0.459  C5 1.370, S16 1.744, H20 1.075
9 H 3.232 2.413 -4.264  C1 1.090
10 N -1.873 0.078 3.428  H2 1.006, S7 1.559
11 H -6.496 0.387 0.468  C5 1.070
12 C 3.710 3.468 -2.603  C1 1.335, H3 1.053, H6 1.118
13 C -3.912 -0.831 -1.066  C14 1.338, H15 1.065, S16 1.718
14 C -5.163 -0.859 -0.593  C5 1.389, C13 1.338, H18 1.088
15 H -3.308 -1.624 -1.440  C13 1.065
16 S -3.241 0.751 -1.042  C8 1.744, C13 1.718
17 N -1.238 -1.613 1.830  H4 1.010, S7 1.544
18 H -5.824 -1.669 -0.292  C14 1.088
19 H 4.807 1.894 -3.237  C1 1.088
20 H -4.912 2.384 -0.095  C8 1.075

3.
DFT (ωB97M-V/def2-TZVPD) results for 2 unconnected molecules or ions with the total composition C3H10N2S at a distorted geometry.

Properties
Lowest unoccupied orbital energy (alpha / beta) = -4.32 / -9.26 eV
Spin multiplicity = 2
HOMO-LUMO gap (alpha / beta) = 7.272 / 2.331 eV
E = -17079.0170 eV
Energy relative to the best compared isomer or geometry (same formula, charge and spin) = 2.1408 eV
Net charge = +1
HOMO level (alpha / beta) = -11.6 / -11.6 eV

Each atom is followed by the atoms it is bonded to, with distances in Å.
CARTESIAN COORDINATES (ANGSTROEM)
1 C -2.473 1.936 -0.225  H5 1.087, S7 1.782, H14 1.093, C16 1.530
2 N 2.360 -4.329 1.261  H4 1.014, H11 1.010, C15 1.384
3 H -1.933 4.027 0.036  C16 1.077
4 H 1.580 -4.094 0.658  N2 1.014
5 H -3.327 1.310 -0.467  C1 1.087
6 H -3.333 3.821 -0.887  C16 1.095
7 S -1.431 1.923 -1.670  C1 1.782, H12 1.350
8 N 3.089 -2.139 0.868  H13 1.014, C15 1.269
9 H -3.424 3.656 0.839  C16 1.075
10 H 3.834 -3.396 2.353  C15 1.087
11 H 2.060 -4.780 2.113  N2 1.010
12 H -0.464 2.659 -1.081  S7 1.350
13 H 3.846 -1.512 1.116  N8 1.014
14 H -2.048 1.554 0.706  C1 1.093
15 C 3.161 -3.229 1.515  N2 1.384, N8 1.269, H10 1.087
16 C -2.815 3.412 -0.013  C1 1.530, H3 1.077, H6 1.095, H9 1.075